No. 1
Molecular formula: C32H77N9O24
Method: DFT, ωB97M-V/def2-TZVPD

CARTESIAN COORDINATES (ANGSTROEM)
1 C 0.50428 2.08335 -4.78986
2 C 1.73721 1.55586 -4.12493
3 O 1.75739 1.08799 -3.03829
4 N 2.93341 1.47638 -5.12274
5 H 2.74005 0.63561 -5.66636
6 H 2.93448 2.26700 -5.77145
7 C 4.22873 1.22219 -4.36767
8 H -0.14866 1.23116 -5.00893
9 H 0.69749 2.64196 -5.70583
10 H -0.05311 2.76940 -4.14744
11 H 4.94780 0.91432 -5.12892
12 H 4.14302 0.45125 -3.61137
13 H 4.59374 2.18940 -4.03329
14 C 3.63464 -3.63588 -1.16609
15 C 3.06243 -2.54844 -2.03780
16 O 2.70042 -1.45539 -1.77192
17 N 2.95248 -2.94437 -3.50460
18 H 3.51825 -2.28518 -4.03959
19 H 3.41006 -3.85554 -3.56263
20 C 1.53831 -2.90037 -4.07729
21 H 3.53962 -3.43891 -0.10281
22 H 4.66480 -3.80404 -1.48542
23 H 3.03456 -4.53747 -1.32092
24 H 1.23867 -1.89128 -4.34507
25 H 0.81327 -3.45110 -3.48619
26 H 1.67726 -3.47114 -4.99720
27 C -2.39830 -3.40459 3.53640
28 C -1.29802 -4.40637 3.41795
29 O -0.16984 -4.11145 3.21104
30 N -1.73070 -5.86096 3.56522
31 H -2.71743 -6.00064 3.79170
32 H -1.61301 -6.39385 2.69802
33 C -0.89187 -6.68083 4.52303
34 H -1.93355 -2.49601 3.18505
35 H -2.73283 -3.47935 4.57674
36 H -3.26642 -3.71165 2.94512
37 H -1.25693 -7.68688 4.71882
38 H -0.98506 -6.21508 5.50551
39 H 0.15023 -6.64879 4.22504
40 C 3.33370 3.58727 0.39185
41 C 4.02883 3.31094 -0.88770
42 O 3.59028 2.70651 -1.80092
43 N 5.53373 3.48474 -0.91034
44 H 6.11934 3.28168 -0.10271
45 H 5.80227 2.77314 -1.59099
46 C 5.83302 4.87292 -1.47812
47 H 3.80658 4.44207 0.88808
48 H 3.68038 2.83147 1.11141
49 H 2.25078 3.64968 0.41942
50 H 6.91671 4.97507 -1.52833
51 H 5.56945 5.60466 -0.71674
52 H 5.31139 4.97059 -2.42975
53 C -4.75052 -1.60313 -3.88567
54 C -4.01395 -2.89825 -3.92347
55 O -3.46852 -3.36712 -4.86036
56 N -3.73712 -3.52108 -2.55560
57 H -3.85306 -2.84568 -1.77080
58 H -4.44056 -4.20678 -2.27316
59 C -2.33917 -4.06611 -2.55091
60 H -4.66104 -1.11075 -2.91670
61 H -5.81413 -1.87988 -3.83501
62 H -4.58911 -1.00784 -4.77596
63 H -2.31704 -4.52125 -1.55780
64 H -1.63621 -3.24377 -2.43623
65 H -2.17001 -4.75590 -3.36690
66 C 0.17495 2.34558 -1.39900
67 C 0.32551 1.19802 -0.52099
68 O 0.97667 1.24343 0.49149
69 N -0.77559 0.14836 -0.67774
70 H -1.36369 0.35240 0.15400
71 H -1.26844 0.28079 -1.56408
72 C -0.09591 -1.13761 -0.87667
73 H -0.65901 2.98450 -1.06686
74 H 0.05176 1.89394 -2.38470
75 H 1.13238 2.85174 -1.35189
76 H 0.52924 -1.33497 -0.00578
77 H 0.28263 -1.22425 -1.88582
78 H -0.86298 -1.91064 -0.75021
79 C -7.09296 0.95502 -0.10440
80 C -6.14499 1.36628 -1.15513
81 O -6.43327 1.62217 -2.28085
82 N -4.70104 1.50020 -0.79122
83 H -4.53920 1.54936 0.22480
84 H -4.23124 0.66061 -1.14290
85 C -4.06918 2.73643 -1.38980
86 H -6.71003 0.90770 0.91387
87 H -7.60485 0.00802 -0.27052
88 H -7.84265 1.74879 -0.16349
89 H -4.63877 3.58839 -1.02643
90 H -4.19496 2.70483 -2.46793
91 H -3.01065 2.84437 -1.17783
92 C 0.89538 -0.06003 4.95523
93 C -0.62846 -0.09412 5.00151
94 O -1.36519 -0.74638 4.34444
95 N -1.30654 1.00022 5.83005
96 H -0.78787 1.82433 5.50642
97 H -2.26446 1.23154 5.56066
98 C -1.21440 0.72508 7.31351
99 H 1.18355 0.73388 4.26189
100 H 1.26339 -1.04064 4.68265
101 H 1.18974 0.32604 5.92978
102 H -1.83950 -0.13351 7.54328
103 H -1.69758 1.61415 7.71553
104 H -0.17832 0.59951 7.60422
105 C 4.25829 -0.88922 3.61826
106 C 4.43279 -0.32239 4.99169
107 O 3.56729 0.14907 5.64284
108 N 5.81117 -0.46399 5.60647
109 H 6.53781 -0.39048 4.89152
110 H 6.03692 0.30705 6.24312
111 C 6.02344 -1.69839 6.47288
112 H 4.48735 -1.95474 3.53440
113 H 4.97182 -0.44690 2.91465
114 H 3.27836 -0.72884 3.17586
115 H 5.15508 -1.73926 7.12956
116 H 6.96343 -1.46579 6.96140
117 H 5.89715 -2.57906 5.84864
118 O -2.77364 1.39076 3.37869
119 C -3.30929 1.34419 2.13448
120 O -2.58389 1.23604 1.11977
121 O -4.55142 1.44237 2.09218
122 H -3.60493 1.41130 3.88166
123 O 1.18222 4.55792 -2.98467
124 C 2.29825 5.12128 -3.50471
125 O 2.69455 6.21240 -3.02429
126 O 2.79695 4.58148 -4.52809
127 H 0.91624 5.19310 -2.29884
128 O -4.43357 -1.68027 1.58731
129 C -3.79218 -1.99527 0.43039
130 O -3.88918 -1.18899 -0.54375
131 O -3.43291 -3.17929 0.23643
132 H -4.50008 -0.72800 1.36508
133 O -2.27465 0.44068 -5.11033
134 C -1.97488 0.14591 -3.81233
135 O -2.61383 0.80719 -2.95307
136 O -1.22278 -0.82614 -3.49387
137 H -2.99712 1.02353 -4.79581
138 O -2.66502 5.75458 -1.40350
139 C -1.55871 5.28409 -0.73305
140 O -0.44499 5.73233 -1.01876
141 O -1.81170 4.35370 0.10125
142 H -3.30068 5.25094 -0.87415

Computed properties:
E_HOMO (eV): -12.999
Charge: +4
Relative energy (zero: lowest compared OMol25 entry of this formula, charge and spin) (kcal per mole): 66.7
Lowest unoccupied orbital energy (hartree): -0.35683

No. 2
Molecular formula: C41H138O41
Method: DFT, ωB97M-V/def2-TZVPD

CARTESIAN COORDINATES (ANGSTROEM)
1 C 3.19588 -0.12535 6.78946
2 C 2.48261 0.45226 5.51976
3 O 2.72224 -0.19187 4.28955
4 O 2.62582 -1.37709 7.11497
5 H 3.05698 0.57989 7.60887
6 H 4.26884 -0.31600 6.76660
7 H 2.79153 1.48951 5.39022
8 H 1.41488 0.44180 5.73872
9 H 2.54963 -1.12188 4.45351
10 H 3.25079 -1.95193 7.56281
11 C 1.13667 -4.33173 7.34667
12 C 0.06465 -3.95454 6.26200
13 O 0.39692 -4.47920 5.02479
14 O 1.04639 -5.70827 7.72492
15 H 1.10034 -3.58573 8.14057
16 H 2.11821 -4.21832 6.88644
17 H 0.19820 -2.88126 6.12651
18 H -0.94579 -4.18434 6.60009
19 H 0.11664 -5.39693 5.05291
20 H 1.24657 -6.11875 6.88052
21 C 0.65554 7.16240 -1.39859
22 C 0.05972 5.77785 -1.35010
23 O 0.45235 5.01282 -2.45945
24 O -0.09144 8.02618 -2.14519
25 H 1.69737 7.24446 -1.70836
26 H 0.85841 7.44748 -0.36628
27 H -1.02905 5.82524 -1.37062
28 H 0.47021 5.37004 -0.42637
29 H 1.37586 4.75259 -2.42744
30 H -0.17252 8.79634 -1.57783
31 C -0.19385 -0.96629 1.18797
32 C -0.63296 0.13637 0.11268
33 O -0.10629 -0.22452 -1.13247
34 O -0.89022 -2.17118 1.07625
35 H -0.34000 -0.49941 2.16202
36 H 0.87188 -1.19495 1.18305
37 H -0.23414 1.07404 0.49977
38 H -1.71920 0.15583 0.02441
39 H -0.13140 0.58646 -1.64559
40 H -0.46021 -2.64235 0.35883
41 C 0.57039 -8.17216 1.37713
42 C 1.18218 -6.74301 1.53965
43 O 2.38988 -6.62529 0.77981
44 O -0.59859 -8.31046 2.17836
45 H 1.33680 -8.89112 1.66665
46 H 0.28514 -8.32797 0.33672
47 H 1.56942 -6.59183 2.54727
48 H 0.42873 -5.97043 1.38621
49 H 3.15000 -6.92421 1.28426
50 H -1.09430 -9.10466 1.96597
51 C -1.64983 2.77578 -7.53678
52 C -1.90135 1.31442 -7.11257
53 O -0.69624 0.49826 -7.02680
54 O -1.17864 2.74591 -8.87703
55 H -0.83968 3.19842 -6.94255
56 H -2.56825 3.36242 -7.51543
57 H -2.63284 0.78048 -7.71913
58 H -2.24962 1.24693 -6.08191
59 H -0.98598 -0.40768 -6.89676
60 H -0.31728 2.32753 -8.80917
61 C 3.22410 2.60986 1.21946
62 C 2.24718 2.76530 2.37694
63 O 1.39310 1.61876 2.45528
64 O 2.58720 2.68589 -0.01223
65 H 3.74821 1.67128 1.39969
66 H 3.99713 3.37725 1.26020
67 H 1.60083 3.64160 2.32779
68 H 2.82016 2.99030 3.27647
69 H 1.82662 0.92219 2.95372
70 H 1.64488 2.58653 0.14187
71 C -0.19503 -2.82203 -6.17009
72 C -0.18679 -3.21594 -7.65296
73 O -1.04153 -4.33275 -7.82315
74 O -1.28266 -1.97391 -5.81450
75 H 0.71403 -2.26475 -5.94389
76 H -0.13946 -3.73067 -5.57061
77 H 0.72056 -3.60093 -8.11836
78 H -0.55790 -2.45105 -8.33513
79 H -1.91078 -4.00445 -8.06444
80 H -1.17180 -1.75088 -4.88738
81 C 3.35277 -0.36409 -7.31448
82 C 2.63103 0.27812 -6.12653
83 O 1.89173 1.41136 -6.50238
84 O 2.44253 -1.05028 -8.23975
85 H 4.11866 -1.05013 -6.95276
86 H 4.00886 0.35349 -7.80716
87 H 3.35170 0.65890 -5.40284
88 H 1.90390 -0.39148 -5.66716
89 H 1.01927 1.10457 -6.75988
90 H 2.90989 -1.64891 -8.82696
91 C 0.46887 6.54161 3.85224
92 C -0.92519 7.17794 4.02820
93 O -2.03274 6.31614 3.68421
94 O 0.76361 6.23553 2.54689
95 H 0.47883 5.62762 4.44606
96 H 1.21075 7.20022 4.30384
97 H -1.04059 8.01832 3.34369
98 H -0.99760 7.49896 5.06734
99 H -2.83223 6.75830 3.97903
100 H 0.08006 5.61945 2.27336
101 C 4.33957 4.38689 -2.56407
102 C 4.68539 5.89879 -2.50283
103 O 4.98670 6.19530 -1.15344
104 O 2.97827 4.12777 -2.24493
105 H 4.92142 3.82904 -1.83034
106 H 4.55267 3.95991 -3.54405
107 H 3.95920 6.56601 -2.96712
108 H 5.65561 6.06374 -2.97141
109 H 4.14423 6.20969 -0.69340
110 H 2.90529 3.53439 -1.49381
111 C 6.22853 0.06161 4.06110
112 C 7.66703 0.44693 3.54166
113 O 7.96987 1.83251 3.46189
114 O 5.23777 0.54422 3.19582
115 H 6.06854 0.30833 5.11069
116 H 6.16569 -1.02042 4.17669
117 H 7.81570 -0.08404 2.60142
118 H 8.33636 0.03721 4.29811
119 H 7.32540 2.25833 2.89185
120 H 4.37707 0.29809 3.54256
121 C -1.48752 -3.02972 -2.48450
122 C -0.42221 -4.05067 -1.97636
123 O 0.38379 -3.52535 -0.92049
124 O -0.92493 -1.89703 -3.09346
125 H -2.13675 -2.76485 -1.64997
126 H -2.10044 -3.50887 -3.24795
127 H 0.22927 -4.38547 -2.78357
128 H -1.00373 -4.90054 -1.61905
129 H 1.27318 -3.78974 -1.16686
130 H -0.48085 -1.41665 -2.39088
131 C 3.48832 -0.92006 -1.16155
132 O 4.61955 -1.14216 -0.33307
133 H 3.75142 -1.59606 -1.97514
134 H 2.59472 -1.30358 -0.66913
135 H 3.46209 0.09942 -1.54634
136 H 5.07851 -0.30609 -0.22377
137 C 4.15678 -4.74616 -1.07646
138 O 2.80383 -4.90214 -1.40804
139 H 4.46437 -5.14888 -0.11143
140 H 4.68481 -5.16509 -1.93306
141 H 4.32726 -3.67083 -1.02418
142 H 2.42778 -5.66287 -0.95919
143 C -1.69299 3.45779 1.13985
144 O -1.34985 4.79104 1.51435
145 H -1.06583 3.06923 0.33749
146 H -1.68637 2.85224 2.04615
147 H -2.70225 3.43684 0.72869
148 H -1.92406 5.09843 2.21961
149 C -3.68501 -5.89929 -1.14722
150 O -2.98884 -6.47986 -2.25349
151 H -4.72887 -5.64054 -1.32471
152 H -3.58030 -6.59725 -0.31657
153 H -3.12146 -5.03318 -0.80029
154 H -3.22431 -5.87184 -2.95811
155 C -1.69568 -0.61684 5.21236
156 O -2.46837 0.35035 5.89892
157 H -1.43559 -1.43675 5.88186
158 H -2.35100 -1.00669 4.43348
159 H -0.84927 -0.19265 4.67223
160 H -2.90663 -0.13481 6.60188
161 C 0.12886 2.05676 -3.60067
162 O -0.34717 2.33051 -2.29704
163 H 0.03013 0.99805 -3.84041
164 H -0.47764 2.60332 -4.32283
165 H 1.18319 2.25534 -3.79320
166 H -0.16365 3.26466 -2.17335
167 C -5.87356 -2.76601 -0.38490
168 O -4.51826 -2.96896 -0.63795
169 H -6.48466 -3.02505 -1.24953
170 H -6.21187 -3.37778 0.45138
171 H -6.14118 -1.72894 -0.18252
172 H -3.99224 -2.81445 0.15011
173 C -7.32200 1.30546 -2.42137
174 O -6.24319 1.39135 -1.51025
175 H -8.25920 1.03876 -1.93287
176 H -7.54170 2.26008 -2.89942
177 H -7.09364 0.55004 -3.17324
178 H -5.47056 1.32504 -2.07617
179 C -4.10108 -0.73347 1.62492
180 O -3.50828 -2.00855 1.62818
181 H -3.69979 -0.10251 2.41800
182 H -3.83129 -0.24008 0.69118
183 H -5.17769 -0.75202 1.79422
184 H -2.58641 -1.97469 1.36246
185 C -0.65575 2.89376 4.85346
186 O -0.99865 2.51198 6.17354
187 H 0.39439 3.18570 4.86163
188 H -0.77278 2.04951 4.17400
189 H -1.25445 3.74596 4.53189
190 H -1.70903 1.86658 6.15367
191 C -2.74773 -5.23234 2.22133
192 O -4.11462 -4.81337 2.20306
193 H -2.23322 -4.60985 2.95337
194 H -2.61702 -6.30907 2.32938
195 H -2.30034 -5.02812 1.24858
196 H -4.14308 -3.85689 2.28013
197 C -4.62621 3.71665 3.56849
198 O -4.52519 2.62709 2.74264
199 H -4.59200 4.63977 2.98987
200 H -5.56084 3.67199 4.12757
201 H -3.86022 3.69252 4.34358
202 H -5.34507 2.48660 2.26342
203 C 2.32173 -3.60900 2.25640
204 O 2.29597 -3.16484 3.58426
205 H 3.10225 -4.36267 2.15206
206 H 1.34089 -4.07346 2.15476
207 H 2.30853 -2.98255 1.36451
208 H 1.65529 -3.68704 4.07255
209 C -3.65485 4.55572 -3.88540
210 O -3.40847 3.38664 -4.61960
211 H -4.39382 4.39711 -3.10000
212 H -2.73184 4.79240 -3.35612
213 H -3.97229 5.39306 -4.50684
214 H -3.45458 2.60526 -4.06381
215 C -3.22258 0.49659 -2.33962
216 O -4.13054 0.96133 -3.38949
217 H -3.10866 1.24184 -1.55240
218 H -3.54512 -0.44793 -1.90151
219 H -2.26758 0.30229 -2.82780
220 H -4.14264 0.31453 -4.09879

Computed properties:
E_HOMO (eV): -9.510
Charge: 0
Lowest unoccupied orbital energy (hartree): -0.00332